Density functional theory data (ωB97M-V with the def2-TZVPD basis set) for a 15-piece molecular cluster, C53H123N17O32P4 overall.

Bonds (Å) are listed after each position.
Geometry (Å):
1 C -5.4282 4.0048 2.0932  N2 1.502, H5 1.090, H6 1.090, H7 1.090
2 N -4.3157 3.3282 2.8422  C1 1.502, O3 1.204, O4 1.208
3 O -3.9308 2.3083 2.3300  N2 1.204
4 O -3.8114 3.8276 3.8203  N2 1.208
5 H -4.8018 4.7212 1.5618  C1 1.090
6 H -6.2116 4.3741 2.7550  C1 1.090
7 H -5.8102 3.2797 1.3746  C1 1.090
8 C -2.1821 6.6469 3.7650  N9 1.484, H12 1.090, H13 1.090, H14 1.090
9 N -3.6236 6.9949 3.8265  C8 1.484, O10 1.261, O11 1.218
10 O -4.0557 7.3753 4.9487  N9 1.261
11 O -4.3006 6.8307 2.8270  N9 1.218
12 H -1.7583 7.6377 3.9285  C8 1.090
13 H -1.8917 6.4138 2.7406  C8 1.090
14 H -1.9397 5.8423 4.4593  C8 1.090
15 C -2.8988 3.9258 -3.9016  N16 1.492, H19 1.090, H20 1.090, H21 1.090
16 N -4.0358 4.0062 -4.8639  C15 1.492, O17 1.204, O18 1.199
17 O -4.0284 4.8870 -5.6840  N16 1.204
18 O -4.8277 3.1121 -4.7562  N16 1.199
19 H -2.6135 4.9385 -3.6165  C15 1.090
20 H -2.0693 3.4363 -4.4119  C15 1.090
21 H -3.3411 3.4104 -3.0490  C15 1.090
22 C 1.6341 6.3201 -5.3377  N23 1.485, H26 1.090, H27 1.090, H28 1.090
23 N 1.2539 5.7011 -4.0429  C22 1.485, O24 1.250, O25 1.213
24 O 1.4673 6.3088 -2.9713  N23 1.250
25 O 0.6971 4.6233 -4.0477  N23 1.213
26 H 1.2591 5.6310 -6.0944  C22 1.090
27 H 2.7122 6.4425 -5.4419  C22 1.090
28 H 1.0700 7.2528 -5.3387  C22 1.090
29 C -1.2067 7.4733 -1.4957  N30 1.536, H33 1.090, H34 1.090, H35 1.090
30 N -2.4423 7.1064 -0.6610  C29 1.536, O31 1.219, O32 1.200
31 O -2.3105 6.9958 0.5458  N30 1.219
32 O -3.4627 6.9497 -1.2731  N30 1.200
33 H -0.5475 8.2354 -1.0801  C29 1.090
34 H -1.5713 7.8707 -2.4430  C29 1.090
35 H -0.6322 6.5501 -1.5708  C29 1.090
36 C 4.9844 5.2741 2.8238  C37 1.549, H43 1.090, H44 1.090, H45 1.090
37 C 3.6393 4.5318 2.6268  C36 1.549, C38 1.568, O42 1.394, H46 1.090
38 C 3.4275 3.2683 3.5309  C37 1.568, O39 1.452, H47 1.090, H48 1.090
39 O 2.0810 3.4140 4.0535  C38 1.452, C40 1.334
40 C 1.7006 4.6828 3.8971  O39 1.334, O41 1.225, O42 1.390
41 O 0.6715 5.2022 4.3125  C40 1.225
42 O 2.5975 5.3465 3.0683  C37 1.394, C40 1.390
43 H 5.2426 5.3651 3.8789  C36 1.090
44 H 5.0119 6.2749 2.3929  C36 1.090
45 H 5.8000 4.6438 2.4692  C36 1.090
46 H 3.3753 4.3755 1.5808  C37 1.090
47 H 4.1874 3.3635 4.3065  C38 1.090
48 H 3.5564 2.4173 2.8621  C38 1.090
49 C 4.3101 0.0818 4.4089  C50 1.523, H56 1.090, H57 1.090, H58 1.090
50 C 3.1267 -0.0421 5.3592  C49 1.523, C51 1.537, O55 1.434, H59 1.090
51 C 2.3449 -1.3649 5.3883  C50 1.537, O52 1.416, H60 1.090, H61 1.090
52 O 2.4628 -1.6461 6.7712  C51 1.416, C53 1.344
53 C 3.2996 -0.8700 7.4808  O52 1.344, O54 1.199, O55 1.330
54 O 3.6002 -1.0898 8.6209  C53 1.199
55 O 3.6351 0.1438 6.6875  C50 1.434, C53 1.330
56 H 4.7824 1.0641 4.4015  C49 1.090
57 H 3.9300 -0.2155 3.4315  C49 1.090
58 H 5.1087 -0.5702 4.7628  C49 1.090
59 H 2.4106 0.7374 5.0992  C50 1.090
60 H 2.8721 -2.1451 4.8392  C51 1.090
61 H 1.3259 -1.1171 5.0913  C51 1.090
62 C -5.1649 -4.8635 -2.5074  C63 1.590, H69 1.090, H70 1.090, H71 1.090
63 C -3.5889 -5.0306 -2.3822  C62 1.590, C64 1.550, O68 1.385, H72 1.090
64 C -2.9003 -4.5090 -3.6698  C63 1.550, O65 1.387, H73 1.090, H74 1.090
65 O -1.7778 -3.9342 -3.0917  C64 1.387, C66 1.381
66 C -1.9710 -3.6815 -1.7475  O65 1.381, O67 1.267, O68 1.345
67 O -1.2466 -2.9157 -1.0446  C66 1.267
68 O -3.1881 -4.1382 -1.4014  C63 1.385, C66 1.345
69 H -5.5685 -5.6844 -3.1002  C62 1.090
70 H -5.2650 -3.8950 -2.9975  C62 1.090
71 H -5.7228 -4.9335 -1.5736  C62 1.090
72 H -3.3459 -6.0280 -2.0157  C63 1.090
73 H -3.3498 -3.6616 -4.1873  C64 1.090
74 H -2.7557 -5.3248 -4.3780  C64 1.090
75 C 5.2166 2.6913 -1.1050  C76 1.468, H82 1.090, H83 1.090, H84 1.090
76 C 4.6164 3.6864 -2.0024  C75 1.468, C77 1.514, O81 1.421, H85 1.090
77 C 4.4473 5.1058 -1.5024  C76 1.514, O78 1.352, H86 1.090, H87 1.090
78 O 4.9398 5.8791 -2.4958  C77 1.352, C79 1.274
79 C 5.5171 5.1895 -3.3984  O78 1.274, O80 1.215, O81 1.343
80 O 6.0653 5.6439 -4.3827  C79 1.215
81 O 5.5577 3.8940 -3.0463  C76 1.421, C79 1.343
82 H 6.1266 3.0460 -0.6211  C75 1.090
83 H 5.5674 1.8698 -1.7296  C75 1.090
84 H 4.5269 2.3177 -0.3481  C75 1.090
85 H 3.7424 3.2643 -2.4983  C76 1.090
86 H 5.0146 5.2677 -0.5858  C77 1.090
87 H 3.3787 5.2467 -1.3405  C77 1.090
88 C -3.1093 -1.0035 -4.5516  C89 1.530, H95 1.090, H96 1.090, H97 1.090
89 C -4.3293 -0.1789 -4.1354  C88 1.530, C90 1.517, O94 1.411, H98 1.090
90 C -5.2899 -0.9807 -3.2775  C89 1.517, O91 1.382, H99 1.090, H100 1.090
91 O -5.6038 -0.1270 -2.2370  C90 1.382, C92 1.387
92 C -4.7253 0.9450 -2.1746  O91 1.387, O93 1.218, O94 1.376
93 O -4.7139 1.8109 -1.3187  C92 1.218
94 O -3.8325 0.7569 -3.2042  C89 1.411, C92 1.376
95 H -2.3491 -0.4269 -5.0785  C88 1.090
96 H -3.4744 -1.7738 -5.2309  C88 1.090
97 H -2.5928 -1.5696 -3.7764  C88 1.090
98 H -4.7083 0.4912 -4.9071  C89 1.090
99 H -4.8017 -1.8743 -2.8886  C90 1.090
100 H -6.2044 -1.2441 -3.8088  C90 1.090
101 C -1.4168 0.1499 5.0720  C102 1.501, H108 1.090, H109 1.090, H110 1.090
102 C -0.8117 1.1143 6.0502  C101 1.501, C103 1.499, O107 1.391, H111 1.090
103 C -0.7100 2.5841 5.7751  C102 1.499, O104 1.348, H112 1.090, H113 1.090
104 O -1.5794 3.2076 6.5959  C103 1.348, C105 1.327
105 C -2.1452 2.2903 7.3692  O104 1.327, O106 1.235, O107 1.320
106 O -2.9014 2.5047 8.3219  C105 1.235
107 O -1.7426 1.0656 7.0833  C102 1.391, C105 1.320
108 H -1.8686 -0.7336 5.5231  C101 1.090
109 H -0.6483 -0.2058 4.3857  C101 1.090
110 H -2.1891 0.6366 4.4764  C101 1.090
111 H 0.1432 0.7293 6.4081  C102 1.090
112 H -0.9683 2.6846 4.7209  C103 1.090
113 H 0.3041 2.9679 5.8861  C103 1.090
114 O 3.3680 -1.2919 -6.0750  P115 1.482
115 P 2.7162 -2.6213 -6.0088  O114 1.482, N116 1.654, N119 1.707, N122 1.702
116 N 3.1689 -3.6681 -4.8104  P115 1.654, C117 1.439, C118 1.420
117 C 2.7505 -5.0378 -4.6664  N116 1.439, H125 1.090, H126 1.090, H127 1.090
118 C 4.4257 -3.3917 -4.2105  N116 1.420, H128 1.090, H129 1.090, H130 1.090
119 N 3.1813 -3.5191 -7.3837  P115 1.707, C120 1.495, C121 1.454
120 C 2.4276 -4.7289 -7.8362  N119 1.495, H131 1.090, H132 1.090, H133 1.090
121 C 4.5979 -3.4409 -7.7020  N119 1.454, H134 1.090, H135 1.090, H136 1.090
122 N 1.0200 -2.7033 -5.8987  P115 1.702, C123 1.467, C124 1.449
123 C 0.3973 -2.5036 -4.5857  N122 1.467, H137 1.090, H138 1.090, H139 1.090
124 C 0.2942 -2.0669 -6.9795  N122 1.449, H140 1.090, H141 1.090, H142 1.090
125 H 1.8207 -5.1948 -5.2131  C117 1.090
126 H 2.5670 -5.3255 -3.6312  C117 1.090
127 H 3.5678 -5.5945 -5.1249  C117 1.090
128 H 4.3616 -3.6579 -3.1555  C118 1.090
129 H 4.7026 -2.3389 -4.2657  C118 1.090
130 H 5.2200 -3.9143 -4.7436  C118 1.090
131 H 2.8318 -5.5676 -7.2692  C120 1.090
132 H 1.3523 -4.5840 -7.7322  C120 1.090
133 H 2.6590 -4.7471 -8.9012  C120 1.090
134 H 4.6088 -2.9989 -8.6983  C121 1.090
135 H 5.1752 -2.8549 -6.9869  C121 1.090
136 H 5.0387 -4.4362 -7.7590  C121 1.090
137 H 0.7978 -1.6047 -4.1170  C123 1.090
138 H -0.6808 -2.5235 -4.7446  C123 1.090
139 H 0.6510 -3.3540 -3.9529  C123 1.090
140 H -0.7035 -2.5040 -7.0209  C124 1.090
141 H 0.7488 -2.2992 -7.9425  C124 1.090
142 H 0.2802 -0.9782 -6.9281  C124 1.090
143 O 4.2885 -2.5705 2.5965  P144 1.480
144 P 3.5914 -3.1567 1.4298  O143 1.480, N145 1.720, N148 1.740, N151 1.668
145 N 2.2070 -4.0620 1.9004  P144 1.720, C146 1.452, C147 1.464
146 C 2.4466 -5.2548 2.6922  N145 1.452, H154 1.090, H155 1.090, H156 1.090
147 C 1.0413 -3.3338 2.4039  N145 1.464, H157 1.090, H158 1.090, H159 1.090
148 N 4.5502 -4.1744 0.3947  P144 1.740, C149 1.418, C150 1.456
149 C 5.9436 -4.3459 0.5969  N148 1.418, H160 1.090, H161 1.090, H162 1.090
150 C 3.9472 -5.2229 -0.4150  N148 1.456, H163 1.090, H164 1.090, H165 1.090
151 N 3.0601 -2.0816 0.2709  P144 1.668, C152 1.461, C153 1.465
152 C 2.0450 -2.4207 -0.7232  N151 1.461, H166 1.090, H167 1.090, H168 1.090
153 C 3.9227 -1.0042 -0.2216  N151 1.465, H169 1.090, H170 1.090, H171 1.090
154 H 1.5390 -5.7844 2.9821  C146 1.090
155 H 3.0239 -4.9626 3.5693  C146 1.090
156 H 2.9511 -5.9527 2.0239  C146 1.090
157 H 0.6587 -2.6890 1.6127  C147 1.090
158 H 1.3430 -2.6726 3.2162  C147 1.090
159 H 0.2519 -4.0531 2.6217  C147 1.090
160 H 6.4216 -4.6436 -0.3363  C149 1.090
161 H 6.3652 -3.3770 0.8646  C149 1.090
162 H 6.0702 -4.9213 1.5140  C149 1.090
163 H 4.2687 -5.1409 -1.4533  C150 1.090
164 H 4.2944 -6.2034 -0.0890  C150 1.090
165 H 2.8600 -5.1468 -0.3964  C150 1.090
166 H 1.7163 -1.4828 -1.1709  C152 1.090
167 H 2.4408 -3.0662 -1.5072  C152 1.090
168 H 1.1950 -2.9586 -0.3034  C152 1.090
169 H 3.5052 -0.4307 -1.0492  C153 1.090
170 H 4.8476 -1.4699 -0.5619  C153 1.090
171 H 4.0867 -0.3481 0.6332  C153 1.090
172 O 1.9675 2.7082 0.3663  P173 1.513
173 P 0.7189 1.9101 0.0631  O172 1.513, N174 1.704, N177 1.685, N180 1.699
174 N 0.4742 0.6485 1.1823  P173 1.704, C175 1.427, C176 1.519
175 C 1.2701 0.4758 2.3547  N174 1.427, H183 1.090, H184 1.090, H185 1.090
176 C -0.7649 -0.2275 1.2542  N174 1.519, H186 1.090, H187 1.090, H188 1.090
177 N 0.6151 1.2101 -1.4657  P173 1.685, C178 1.464, C179 1.452
178 C 1.7049 1.2838 -2.4408  N177 1.464, H189 1.090, H190 1.090, H191 1.090
179 C -0.4804 0.3975 -1.9647  N177 1.452, H192 1.090, H193 1.090, H194 1.090
180 N -0.6355 2.9166 0.2652  P173 1.699, C181 1.483, C182 1.512
181 C -0.9026 3.6133 1.5470  N180 1.483, H195 1.090, H196 1.090, H197 1.090
182 C -1.2306 3.7208 -0.8691  N180 1.512, H198 1.090, H199 1.090, H200 1.090
183 H 0.9535 1.3174 2.9708  C175 1.090
184 H 2.3136 0.4529 2.0406  C175 1.090
185 H 1.0873 -0.4333 2.9276  C175 1.090
186 H -0.8171 -0.8702 0.3755  C176 1.090
187 H -1.6465 0.4025 1.3735  C176 1.090
188 H -0.7065 -0.9758 2.0446  C176 1.090
189 H 1.9365 0.3929 -3.0247  C178 1.090
190 H 1.5181 2.0970 -3.1421  C178 1.090
191 H 2.6363 1.5223 -1.9273  C178 1.090
192 H -1.3755 0.5937 -1.3744  C179 1.090
193 H -0.7199 0.4615 -3.0261  C179 1.090
194 H -0.2103 -0.6330 -1.7336  C179 1.090
195 H -1.8432 3.3071 2.0050  C181 1.090
196 H -0.0111 3.5442 2.1703  C181 1.090
197 H -0.9653 4.6879 1.3755  C181 1.090
198 H -0.7123 4.6751 -0.9627  C182 1.090
199 H -2.2680 4.0081 -0.6982  C182 1.090
200 H -1.3218 3.1306 -1.7809  C182 1.090
201 O -2.5268 -4.2654 2.0369  P202 1.480
202 P -3.7139 -3.7032 2.7196  O201 1.480, N203 1.786, N206 1.724, N209 1.716
203 N -3.3485 -3.6730 4.4674  P202 1.786, C204 1.483, C205 1.455
204 C -4.2439 -3.8232 5.6397  N203 1.483, H212 1.090, H213 1.090, H214 1.090
205 C -1.9998 -3.3174 4.8813  N203 1.455, H215 1.090, H216 1.090, H217 1.090
206 N -5.1987 -4.5790 2.6902  P202 1.724, C207 1.434, C208 1.458
207 C -5.1260 -5.9581 3.0781  N206 1.434, H218 1.090, H219 1.090, H220 1.090
208 C -6.1184 -4.2387 1.6109  N206 1.458, H221 1.090, H222 1.090, H223 1.090
209 N -4.1946 -2.0743 2.4740  P202 1.716, C210 1.467, C211 1.434
210 C -5.0112 -1.2557 3.3777  N209 1.467, H224 1.090, H225 1.090, H226 1.090
211 C -3.8879 -1.5136 1.1908  N209 1.434, H227 1.090, H228 1.090, H229 1.090
212 H -4.2454 -2.9165 6.2447  C204 1.090
213 H -3.8819 -4.6332 6.2729  C204 1.090
214 H -5.2724 -4.0302 5.3439  C204 1.090
215 H -1.3183 -4.1239 4.6107  C205 1.090
216 H -1.8598 -3.3018 5.9621  C205 1.090
217 H -1.7177 -2.4251 4.3224  C205 1.090
218 H -4.7360 -6.5241 2.2321  C207 1.090
219 H -4.4018 -6.0878 3.8822  C207 1.090
220 H -6.1128 -6.3703 3.2888  C207 1.090
221 H -6.9536 -4.9380 1.5706  C208 1.090
222 H -6.6665 -3.3222 1.8292  C208 1.090
223 H -5.7561 -4.1434 0.5873  C208 1.090
224 H -4.3359 -0.5887 3.9137  C210 1.090
225 H -5.5734 -0.5848 2.7281  C210 1.090
226 H -5.5767 -1.7852 4.1444  C210 1.090
227 H -3.8700 -0.4251 1.2458  C211 1.090
228 H -4.4335 -1.8395 0.3052  C211 1.090
229 H -2.8638 -1.7250 0.8834  C211 1.090

Results
* orbital gap: 7.6997 eV
* LUMO energy: -0.68 eV
* HOMO energy: -8.378 eV
* strongest force on any atom: 5.6 eV Å⁻¹